C43H51N8O6SeTi | the ωB97M-V functional and the def2-TZVPD basis

The geometry in XYZ format:
```
110
C43H51N8O6SeTi | OMol25 | the ωB97M-V functional and the def2-TZVPD basis
Ti 1.072 0.346 0.012
C -4.186 2.467 2.701
C -4.160 2.124 1.228
C -5.489 2.312 0.542
O -3.171 2.935 0.602
C -2.175 2.090 0.011
C -2.348 0.788 0.807
O -3.757 0.780 1.036
C -1.881 -0.543 0.170
O -0.489 -0.592 0.365
C -2.458 -1.761 0.908
C -2.599 -2.979 0.251
C -3.056 -4.103 0.930
C -3.372 -4.023 2.282
C -3.197 -2.820 2.955
C -2.737 -1.701 2.272
C -2.305 -0.557 -1.302
C -1.405 -0.394 -2.338
C -1.824 -0.341 -3.661
C -3.171 -0.441 -3.968
C -4.093 -0.606 -2.936
C -3.664 -0.667 -1.619
C -0.804 2.793 0.058
O 0.139 1.935 -0.519
C -0.793 4.058 -0.815
C -1.901 4.600 -1.451
C -1.769 5.719 -2.276
C -0.533 6.307 -2.473
C 0.585 5.771 -1.833
C 0.450 4.660 -1.019
C -0.492 3.178 1.531
C 0.024 2.248 2.433
C 0.277 2.570 3.756
C 0.022 3.854 4.217
C -0.501 4.796 3.342
C -0.761 4.456 2.018
H -4.461 3.516 2.836
H -3.194 2.316 3.133
H -4.908 1.833 3.221
H -5.816 3.350 0.639
H -6.241 1.656 0.988
H -5.384 2.065 -0.516
H -2.420 1.910 -1.036
H -1.827 0.879 1.757
H -2.320 -3.060 -0.795
H -3.159 -5.041 0.398
H -3.739 -4.896 2.810
H -3.413 -2.749 4.015
H -2.586 -0.778 2.818
H -0.351 -0.322 -2.123
H -1.089 -0.232 -4.450
H -3.501 -0.402 -4.999
H -5.150 -0.694 -3.160
H -4.386 -0.798 -0.823
H -2.881 4.168 -1.295
H -2.646 6.127 -2.765
H -0.434 7.173 -3.117
H 1.561 6.222 -1.975
H 1.313 4.238 -0.515
H 0.216 1.235 2.114
H 0.666 1.811 4.425
H 0.223 4.115 5.250
H -0.706 5.804 3.686
H -1.191 5.198 1.355
N 2.153 0.665 -1.973
C 3.584 1.027 -1.973
C 3.887 1.963 -0.799
C 3.593 1.371 0.522
O 4.644 0.696 1.089
O 2.429 1.417 1.131
H 1.964 -0.101 -2.613
H 1.582 1.462 -2.252
H 3.869 1.490 -2.921
H 4.170 0.114 -1.855
H 3.295 2.878 -0.925
H 4.949 2.222 -0.844
N 3.873 -3.508 -2.208
C 4.651 -3.322 -1.154
N 5.852 -3.959 -1.162
N 4.411 -2.584 -0.103
C 3.266 -1.920 0.041
N 2.358 -1.267 0.298
H 3.951 -4.393 -2.687
H 2.872 -3.213 -2.122
H 6.263 -4.090 -2.072
H 6.494 -3.599 -0.474
Se 0.641 -3.126 -2.091
C 1.169 -4.660 -3.075
C 1.380 -4.651 -4.464
C 1.825 -5.792 -5.121
N 2.085 -6.961 -4.523
C 1.874 -6.977 -3.200
C 1.433 -5.892 -2.456
H 1.191 -3.741 -5.023
H 1.984 -5.766 -6.196
H 2.077 -7.921 -2.702
H 1.295 -5.986 -1.386
N 4.195 -0.908 3.604
C 2.978 -1.741 3.577
C 1.752 -0.869 3.773
N 0.485 -1.474 3.369
H 5.030 -1.477 3.553
H 4.245 -0.377 4.466
H 4.341 0.203 1.877
H 2.993 -2.528 4.341
H 2.914 -2.222 2.608
H 1.895 0.053 3.206
H 1.699 -0.590 4.833
H 0.434 -2.453 3.621
H 0.325 -1.396 2.368
```

DFT total energy ... -158091.6223 eV
2S+1 ... 3
Highest occupied orbital energy (spin up / spin down) ... -0.087 / -0.165 Ha
LUMO (spin up / spin down) ... 2.223 / 2.175 eV
Total charge ... -1
Gap between HOMO and LUMO (spin up / spin down) ... 4.59 / 6.67 eV

Here are the Löwdin charges for atoms 1 to 2, given in e: Ti 0.9012; C 0.0227